101
Properties=species:S:1:pos:R:3:forces:R:3 method="wB97M-V/def2-TZVPD" total_charge=-1 relative_energy_kcal_mol=9.3 lumo_ev="1.78 / 1.32" homo_lumo_gap_ev="6.68 / 4.62" mol_weight_g_mol=1027.76 e_homo_ev="-4.900 / -3.308" spin_multiplicity=1 e_tot_ev=-129656.3197
In -0.403 -0.283 -0.027 -0.801 -0.043 -0.010
N 1.009 -3.636 3.537 0.013 -0.031 0.048
C 1.400 -2.547 4.288 0.011 -0.011 0.005
C 1.831 -2.420 5.604 -0.008 -0.001 0.000
C 2.186 -1.149 6.016 0.007 0.008 -0.005
C 2.124 -0.051 5.144 0.009 -0.009 0.014
C 1.692 -0.183 3.839 0.024 -0.018 -0.081
C 1.307 -1.458 3.414 -0.065 0.086 0.031
N 0.841 -1.881 2.173 0.070 -0.166 0.022
C 0.706 -3.175 2.281 -0.045 0.060 0.086
C 0.352 -4.095 1.201 0.007 0.079 -0.018
C 0.256 -5.451 1.304 -0.026 -0.045 0.028
S -0.084 -6.122 -0.227 -0.015 0.028 -0.028
C -0.068 -4.535 -0.901 -0.101 -0.025 0.013
N 0.161 -3.589 -0.056 0.113 0.033 -0.067
H 0.969 -4.590 3.844 0.016 -0.004 -0.015
H 1.893 -3.269 6.272 0.004 -0.001 -0.002
H 2.531 -1.000 7.031 -0.003 0.001 0.002
H 2.429 0.924 5.501 0.000 0.006 -0.008
H 1.676 0.658 3.153 0.033 0.008 0.061
H 0.368 -6.077 2.174 -0.001 0.003 -0.002
H -0.268 -4.377 -1.952 -0.028 0.059 -0.020
N -1.066 0.525 2.246 0.145 0.257 -0.020
N -2.045 1.546 2.180 -0.038 0.010 0.011
C -2.153 2.239 0.940 0.104 -0.408 0.333
O -2.736 3.325 0.978 0.078 0.081 0.359
O -1.696 1.642 -0.083 0.365 -0.010 0.200
H -1.333 -0.149 2.953 -0.055 -0.067 -0.095
H -0.164 0.933 2.495 -0.074 0.006 0.051
H -2.013 2.205 2.947 0.094 0.030 -0.022
Cl 4.000 0.443 -3.832 -0.021 0.033 -0.004
C 4.930 0.483 -2.391 0.050 -0.059 0.036
C 6.274 0.281 -2.459 0.002 0.007 -0.003
C 7.087 0.433 -1.324 -0.005 -0.021 0.007
C 6.520 0.873 -0.113 -0.001 -0.006 -0.015
C 5.181 1.058 -0.003 -0.008 0.041 0.007
Cl 4.534 1.696 1.463 0.038 0.012 0.005
C 4.179 0.723 -1.092 0.020 0.042 0.009
N 3.120 1.693 -1.228 0.078 0.114 -0.210
C 3.351 3.063 -1.184 0.010 -0.210 -0.149
C 4.528 3.634 -1.670 0.059 -0.030 0.022
C 4.706 5.009 -1.663 -0.077 0.025 0.052
C 3.707 5.838 -1.177 0.057 -0.067 -0.029
C 2.537 5.264 -0.694 -0.024 0.003 0.084
C 2.336 3.892 -0.678 -0.008 0.173 0.014
C 1.035 3.327 -0.159 -0.044 0.052 0.024
C 1.160 2.383 1.044 -0.085 0.091 0.321
O 0.987 2.833 2.182 -0.017 -0.061 -0.018
O 1.407 1.142 0.808 -0.301 -0.166 -0.146
H 6.718 0.052 -3.419 0.000 -0.002 0.000
H 8.154 0.277 -1.398 0.002 0.006 0.005
H 7.152 1.100 0.736 0.004 -0.001 0.000
H 2.263 1.401 -0.766 0.120 -0.018 0.054
H 5.310 2.998 -2.066 0.005 -0.016 -0.008
H 5.629 5.427 -2.046 0.000 0.004 0.001
H 3.832 6.914 -1.169 0.006 0.000 0.001
H 1.752 5.900 -0.299 -0.007 -0.002 -0.006
H 0.511 2.782 -0.952 0.085 -0.056 -0.015
H 0.404 4.152 0.168 -0.046 0.001 -0.044
S -0.383 1.091 -3.224 0.185 0.050 -0.047
C -1.841 1.805 -2.895 -0.102 0.134 0.123
N -2.025 3.060 -2.474 -0.055 -0.051 -0.192
C -3.319 3.366 -1.869 -0.155 -0.133 -0.129
C -4.323 2.428 -2.535 0.058 0.006 -0.082
S -3.364 0.953 -2.993 -0.015 0.064 -0.072
H -1.204 3.530 -2.119 -0.015 -0.033 -0.021
H -3.573 4.410 -2.056 -0.017 0.023 -0.001
H -3.265 3.192 -0.791 -0.080 0.231 -0.374
H -4.758 2.857 -3.437 -0.033 -0.005 -0.012
H -5.114 2.139 -1.847 -0.027 0.000 0.006
C -7.683 -0.797 -0.183 -0.007 -0.011 -0.006
C -6.853 -1.200 -1.222 -0.003 0.017 0.002
C -5.478 -1.246 -1.050 -0.026 0.054 -0.004
C -4.897 -0.895 0.173 0.069 -0.107 0.077
C -5.744 -0.467 1.198 -0.010 0.011 -0.008
C -7.119 -0.424 1.028 0.000 0.011 0.015
C -3.434 -0.890 0.416 -0.383 -0.142 -0.321
C -2.472 -1.431 -0.331 0.815 0.262 0.294
C -2.591 -2.391 -1.415 -0.186 -0.253 -0.045
C -3.249 -3.613 -1.195 0.071 0.014 0.010
C -3.345 -4.569 -2.192 -0.006 -0.022 0.010
C -2.783 -4.340 -3.444 0.001 0.042 0.014
C -2.114 -3.142 -3.672 0.029 -0.054 -0.003
C -2.005 -2.188 -2.670 0.030 -0.008 0.086
H -8.757 -0.762 -0.322 0.002 0.004 -0.003
H -7.280 -1.472 -2.181 0.006 -0.004 0.001
H -4.845 -1.540 -1.875 -0.024 -0.002 -0.009
H -5.302 -0.146 2.134 -0.006 -0.015 0.011
H -7.752 -0.087 1.841 0.001 0.000 0.003
H -3.162 -0.297 1.281 0.004 0.129 -0.031
H -3.687 -3.795 -0.220 -0.014 -0.004 -0.007
H -3.867 -5.498 -1.995 0.007 -0.003 0.005
H -2.865 -5.083 -4.228 0.005 -0.002 -0.003
H -1.659 -2.948 -4.636 -0.008 0.008 -0.001
H -1.453 -1.275 -2.857 0.004 -0.005 -0.021
C 3.604 -1.297 0.580 0.030 0.054 0.009
C 3.416 -0.642 -0.758 0.026 -0.066 -0.001
O 2.678 -1.095 -1.589 0.011 0.005 -0.034
H 4.633 -1.249 0.934 0.030 -0.003 -0.030
H 3.256 -2.326 0.508 -0.013 0.008 -0.007
H 2.969 -0.757 1.288 0.079 -0.012 -0.065